1.
DFT (ωB97M-V/def2-TZVPD) results for a molecular structure, C42H36AsCrF5NO5PS5Se.

Kohn-Sham gap (alpha / beta) = 5.84 / 5.87 eV
HOMO energy (alpha / beta) = -0.149 / -0.149 hartree
Charge = -1
Expectation value of S² = 3.794
Spin multiplicity = 4

Last column: Mulliken charge in e.
Atoms and positions in Å:
1 Cr -0.053 -0.818 -0.039  0.09
2 O 1.265 -2.295 1.061  -0.13
3 C 2.154 -2.831 0.067  -0.34
4 C 2.800 -1.702 -0.716  -0.88
5 N 1.799 -0.681 -1.105  0.53
6 C 2.269 0.678 -0.703  -0.24
7 C 2.144 0.714 0.806  0.30
8 O 3.051 0.970 1.562  -0.72
9 O 0.950 0.305 1.186  0.11
10 C 1.410 -0.688 -2.520  -0.74
11 C 0.113 0.109 -2.666  0.55
12 O -0.202 0.606 -3.719  -0.71
13 O -0.615 0.144 -1.570  0.13
14 H 1.759 -1.756 1.698  0.34
15 H 1.521 -3.456 -0.560  -0.05
16 H 2.917 -3.460 0.532  0.48
17 H 3.309 -2.100 -1.598  0.47
18 H 3.551 -1.206 -0.097  0.44
19 H 1.595 1.440 -1.106  0.09
20 H 3.289 0.855 -1.048  0.43
21 H 1.205 -1.717 -2.820  0.09
22 H 2.187 -0.272 -3.166  0.36
23 F -0.738 -3.228 -6.812  -0.33
24 C -0.844 -3.162 -5.481  0.65
25 C -1.838 -2.396 -4.898  0.23
26 F -2.699 -1.736 -5.671  -0.33
27 C -1.939 -2.338 -3.518  0.62
28 F -2.942 -1.620 -3.018  -0.30
29 C -1.062 -3.020 -2.682  -0.38
30 Se -1.203 -2.944 -0.782  -0.14
31 C -0.085 -3.788 -3.301  -0.04
32 F 0.819 -4.473 -2.578  -0.43
33 C 0.034 -3.867 -4.678  0.42
34 F 0.998 -4.610 -5.239  -0.33
35 C -3.288 -1.379 1.826  -1.41
36 C -4.493 -0.678 2.436  -0.80
37 As -5.655 -1.935 3.406  0.19
38 C -4.362 -2.452 4.776  0.09
39 C -3.738 -1.520 5.603  0.11
40 C -2.832 -1.936 6.566  -0.59
41 C -2.534 -3.286 6.707  -0.50
42 C -3.141 -4.219 5.881  -0.56
43 C -4.055 -3.801 4.920  -0.43
44 C -6.629 -0.624 4.483  0.17
45 C -6.762 0.710 4.115  -0.05
46 C -7.475 1.595 4.918  -0.71
47 C -8.060 1.153 6.093  -0.40
48 C -7.942 -0.181 6.462  -0.59
49 C -7.236 -1.062 5.659  -0.38
50 P -2.008 -0.183 1.274  -0.18
51 C -2.928 0.948 0.198  1.83
52 C -2.835 2.333 0.197  -0.41
53 C -3.523 3.073 -0.757  -1.14
54 C -4.297 2.438 -1.711  -0.76
55 C -4.369 1.050 -1.733  -0.61
56 C -3.681 0.310 -0.792  -1.02
57 C -1.503 0.545 2.864  1.22
58 C -1.848 1.796 3.358  -0.36
59 C -1.375 2.215 4.596  -0.96
60 C -0.561 1.387 5.351  -0.73
61 C -0.228 0.126 4.873  -1.08
62 C -0.696 -0.288 3.640  -0.82
63 H -3.571 -1.980 0.960  0.79
64 H -2.799 -2.046 2.541  0.81
65 H -5.087 -0.209 1.650  0.79
66 H -4.185 0.105 3.135  0.32
67 H -3.957 -0.463 5.500  0.27
68 H -2.352 -1.203 7.200  0.42
69 H -1.825 -3.608 7.459  0.39
70 H -2.908 -5.271 5.984  0.42
71 H -4.532 -4.531 4.277  0.35
72 H -6.314 1.080 3.202  0.39
73 H -7.565 2.632 4.622  0.39
74 H -8.606 1.845 6.722  0.36
75 H -8.399 -0.535 7.377  0.38
76 H -7.143 -2.100 5.959  0.34
77 H -2.164 2.857 0.859  0.11
78 H -3.410 4.149 -0.767  0.43
79 H -4.813 3.020 -2.464  0.38
80 H -4.928 0.543 -2.508  0.44
81 H -3.698 -0.771 -0.853  0.22
82 H -2.485 2.460 2.796  0.59
83 H -1.637 3.200 4.958  0.49
84 H -0.178 1.726 6.305  0.43
85 H 0.408 -0.528 5.454  0.51
86 H -0.410 -1.267 3.267  0.52
87 C 0.302 5.958 2.765  -0.43
88 S 2.046 5.746 2.350  -0.11
89 C 1.997 5.729 0.598  -0.19
90 C 1.326 4.866 -0.203  -0.22
91 S 0.299 3.539 0.188  -0.01
92 S 1.605 5.174 -1.915  0.00
93 C 2.709 6.489 -1.807  0.05
94 S 3.416 7.236 -3.113  -0.33
95 S 2.985 6.948 -0.182  -0.13
96 H 0.276 6.219 3.823  0.34
97 H -0.247 5.038 2.574  -0.14
98 H -0.133 6.768 2.182  0.28


2.
DFT (ωB97M-V/def2-TZVPD) results for 9 unconnected molecules or ions with the total composition C42H36BF4O26.

Kohn-Sham gap = 6.37 eV
HOMO energy = -0.255 hartree
Charge = -1
Spin multiplicity = 1

Last column: Mulliken charge in e.
Atoms and positions in Å:
1 B 16.794 32.399 7.231  0.04
2 F 17.512 33.427 7.826  -0.40
3 F 16.682 31.419 8.188  0.17
4 F 15.490 33.002 7.001  -0.30
5 F 17.306 31.875 6.136  -0.21
6 C 17.247 26.998 7.700  -0.41
7 C 17.296 28.272 8.602  0.13
8 C 16.257 28.432 9.652  0.75
9 O 16.078 29.417 10.349  -0.64
10 C 15.293 27.292 9.881  -0.45
11 C 15.426 26.006 8.953  0.08
12 C 16.320 25.895 7.806  0.46
13 O 16.344 24.972 7.105  -0.54
14 O 14.537 24.903 9.145  -0.53
15 O 18.140 29.286 8.306  -0.46
16 H 17.942 26.981 6.799  0.28
17 H 14.750 27.413 10.844  0.34
18 H 13.769 25.223 9.669  0.40
19 H 17.653 30.199 8.338  0.23
20 C 14.104 34.013 0.940  -0.93
21 C 12.695 33.760 1.429  0.11
22 C 12.452 33.571 2.932  0.73
23 O 11.297 33.306 3.316  -0.66
24 C 13.600 33.495 3.806  -0.33
25 C 15.029 33.850 3.274  0.29
26 C 15.324 34.028 1.803  0.60
27 O 16.467 34.299 1.421  -0.56
28 O 16.152 33.501 4.039  -0.20
29 O 11.574 33.677 0.597  -0.50
30 H 14.134 34.098 -0.173  0.34
31 H 13.318 33.226 4.894  0.25
32 H 15.969 33.331 4.866  0.27
33 H 11.053 33.178 1.195  0.35
34 C 13.297 32.618 12.152  -0.92
35 C 14.518 32.443 11.245  0.43
36 C 15.792 32.857 11.784  1.13
37 O 16.812 32.485 11.104  -0.51
38 C 15.861 33.356 13.033  -0.77
39 C 14.622 33.683 13.925  0.27
40 C 13.374 33.273 13.413  0.27
41 O 12.340 33.461 14.042  -0.62
42 O 14.597 34.083 15.205  -0.39
43 O 14.338 31.842 10.054  0.08
44 H 12.354 32.402 11.811  0.59
45 H 16.736 33.780 13.527  0.29
46 H 15.353 34.361 15.593  0.31
47 H 15.341 31.827 9.658  -0.18
48 C 18.715 27.499 3.732  -0.72
49 C 18.550 28.826 4.548  -0.02
50 C 19.861 29.535 4.958  0.85
51 O 19.837 30.694 5.404  -0.43
52 C 21.089 28.944 4.654  -0.58
53 C 21.168 27.596 3.893  0.47
54 C 19.921 26.964 3.328  0.28
55 O 20.035 26.059 2.514  -0.59
56 O 22.252 26.706 3.975  -0.43
57 O 17.300 29.377 4.948  -0.07
58 H 17.748 27.178 3.447  0.52
59 H 21.993 29.322 5.184  0.33
60 H 23.106 27.026 4.008  0.32
61 H 17.854 30.137 5.338  0.13
62 C 13.172 27.519 6.796  -1.36
63 C 13.841 28.542 5.863  -0.03
64 C 13.809 30.054 6.149  1.43
65 O 14.207 30.814 5.306  -0.49
66 C 13.169 30.424 7.405  -0.37
67 C 12.614 29.394 8.337  0.35
68 C 12.579 27.916 8.042  0.43
69 O 11.984 27.141 8.784  -0.66
70 O 12.299 29.823 9.549  -0.43
71 O 14.362 28.278 4.654  -0.52
72 H 13.283 26.678 6.365  0.78
73 H 13.071 31.505 7.634  0.34
74 H 12.588 30.588 9.800  0.22
75 H 14.393 28.992 4.152  0.29
76 C 19.930 36.500 10.821  -0.95
77 C 18.801 35.854 10.043  0.18
78 C 17.416 35.836 10.581  0.63
79 O 16.562 35.215 9.867  -0.60
80 C 17.134 36.580 11.694  -0.63
81 C 18.183 37.167 12.475  0.99
82 C 19.645 37.092 12.153  0.45
83 O 20.427 37.564 12.961  -0.58
84 O 17.972 38.084 13.435  -0.48
85 O 19.127 35.361 8.741  -0.37
86 H 20.982 36.544 10.786  0.41
87 H 16.066 36.824 11.948  0.24
88 H 16.990 38.159 13.594  0.33
89 H 18.545 34.627 8.385  0.70
90 C 18.417 36.426 3.464  -0.80
91 C 19.541 36.100 4.639  0.53
92 O 20.164 36.979 5.138  -0.57
93 C 19.602 34.732 5.098  -0.10
94 H 18.997 36.157 2.429  0.23
95 H 18.254 37.570 3.455  0.31
96 H 17.464 35.732 3.285  0.06
97 H 20.337 34.647 5.895  0.38
98 H 19.788 33.938 4.295  0.33
99 H 18.824 34.441 5.716  -0.44
100 C 21.360 30.807 10.592  -0.92
101 C 21.834 31.427 9.374  0.53
102 O 23.059 31.860 9.229  -0.64
103 C 20.862 31.779 8.262  -0.58
104 H 20.591 31.287 11.188  0.15
105 H 21.880 30.752 11.643  0.30
106 H 21.142 29.803 10.397  0.29
107 H 20.173 32.666 8.300  0.32
108 H 20.424 30.960 7.927  0.10
109 H 21.408 32.065 7.378  0.44


Number 1: maximum force 1.00 eV Å⁻¹. Number 2: maximum force 10.58 eV Å⁻¹.